(a)
ORCA calculation (wB97M-V/def2-TZVPD) on H3N2O2P as an isolated structure.

The value obtained for the gap between HOMO and LUMO is 10.189 eV. As for the lowest unoccupied orbital energy: 0.9 eV.

Geometry (Å):
N  1.6295  -0.8386  -0.0430
N  -1.3568  0.6489  0.2146
O  0.8422  -0.0671  -1.1238
O  0.9438  -0.3316  1.0598
P  0.3237  0.9768  0.2125
H  1.1682  -1.7080  -0.2766
H  -1.6821  -0.1714  -0.0857
H  -1.8686  1.4910  0.0423

Atomic partial charges in e from the Löwdin method, atoms 1 to 6:
1 N -0.080
2 N -0.128
3 O -0.373
4 O -0.378
5 P 0.867
6 H 0.092



(b)
ORCA calculation (wB97M-V/def2-TZVPD) on one molecule with the formula H3N2O2P.

The value obtained for the gap between HOMO and LUMO is 9.826 eV. As for the lowest unoccupied orbital energy: 0.3 eV.

Geometry (Å):
N  0.1331  0.6380  1.1257
P  1.0147  -0.4338  0.2928
N  -0.1505  -0.2617  -1.3630
O  -1.1335  0.4217  -1.2189
O  0.2063  -0.9259  -2.2976
H  0.4553  1.5875  1.0854
H  -0.8587  0.4406  1.4613
H  0.3334  -1.4662  0.9143

Atomic partial charges in e from the Löwdin method, atoms 1 to 6:
1 N -0.320
2 P 0.890
3 N -0.558
4 O -0.025
5 O -0.029
6 H 0.027



In terms of stability, (a) leads; the second structure lies 26.8 kJ/mol higher.



(a)
ORCA calculation (wB97M-V/def2-TZVPD) on a 2-piece molecular cluster, C2H3NO4 overall.

The value obtained for the gap between HOMO and LUMO is 10.053 eV. As for the lowest unoccupied orbital energy: 0.3 eV.

Geometry (Å):
C  1.5394  -2.8789  -0.1629
C  0.5723  -0.2435  0.5517
N  0.1242  -0.5662  -0.6683
O  1.5004  -0.8218  1.0691
O  -0.8984  0.1075  -1.4105
O  2.6151  -3.1814  -0.0803
O  -0.1522  0.7407  1.1153
H  0.4297  -1.1519  -1.4016
H  -1.0528  0.8727  -0.8802
H  0.2381  1.2002  1.9751

Atomic partial charges in e from the Löwdin method, atoms 1 to 6:
1 C 0.006
2 C -0.640
3 N 0.043
4 O 0.032
5 O 0.014
6 O 0.079



(b)
ORCA calculation (wB97M-V/def2-TZVPD) on one molecule with the formula C2H3NO4.

The value obtained for the gap between HOMO and LUMO is 10.170 eV. As for the lowest unoccupied orbital energy: 0.4 eV.

Geometry (Å):
O  1.0217  -3.1024  -2.9952
N  1.3118  -2.1443  -2.3344
O  2.3082  -1.4975  -2.3884
O  0.3002  -1.7434  -1.5135
C  0.3291  -0.4159  -1.0615
C  -0.0293  -0.2470  0.1612
O  0.0271  1.0083  0.7413
H  0.8635  0.2062  -1.6958
H  -0.6423  -1.0339  0.6560
H  0.0201  0.9464  1.6493

Atomic partial charges in e from the Löwdin method, atoms 1 to 6:
1 O 0.126
2 N -0.437
3 O 0.124
4 O 0.030
5 C -0.074
6 C -0.132



In terms of stability, (a) leads; the second structure lies 316.7 kJ/mol higher.